C3H2BeO2 | ωB97M-V/def2-TZVPD

Energy above the lowest of the compared OMol25 structures with the same formula, charge and spin in kJ/mol: 325.1
Expectation value of S²: 0.754
HOMO-LUMO gap (spin up / spin down) in eV: 5.34 / 6.30
F_max in eV Å⁻¹: 4.59
Charge: +1
Multiplicity: 2
Calculated total energy in eV: -7624.628
Lowest unoccupied orbital energy (spin up / spin down) in hartree: -0.3076 / -0.3097

Last column: Löwdin charge in e.
Positions of all 8 atoms, in Å:
O -1.28510 -0.49236 -1.49370  0.114
C -0.65005 0.36681 -0.91824  -0.203
C -0.13030 -0.50187 1.14644  0.023
H 0.13424 -1.34845 1.78731  0.140
C 0.56721 0.08247 -0.00321  -0.401
O 0.37747 0.74543 1.29608  0.062
H -0.84124 1.44914 -1.10287  0.159
Be 1.82776 -0.30116 -0.71179  1.105

Cartesian forces (eV/Å) of the 2 atoms listed first:
O 1.5 1.1 1.1
C -0.9 0.0 -2.3